The following is a quantum chemistry calculation of 20 unconnected molecules or ions with the total composition C40H120O40, from the Open Molecules 2025 dataset.

Geometry as XYZ:
```
200
C40H120O40 the ωB97M-V functional and the def2-TZVPD basis
C 3.35182 -3.90261 -3.82262
C 2.21402 -4.21134 -4.76830
O 1.05212 -3.42140 -4.48011
O 3.29875 -4.44233 -2.51541
H 3.48566 -2.81713 -3.72416
H 4.26580 -4.22765 -4.34375
H 1.90422 -5.28802 -4.72058
H 2.55879 -4.00727 -5.77014
H 1.13971 -2.47848 -4.66806
H 4.10357 -4.84828 -2.15484
C -0.57513 5.44221 -5.71234
C 0.58406 5.52975 -4.71873
O 0.19707 5.04164 -3.45251
O -1.11877 4.17126 -5.87368
H -0.24809 5.83261 -6.68405
H -1.36560 6.20060 -5.40019
H 0.75744 6.58941 -4.62935
H 1.46330 5.06775 -5.11199
H 0.87499 4.47156 -3.13296
H -1.72384 3.96778 -5.15700
C -4.42753 2.24715 2.26792
C -5.78880 2.92508 2.21304
O -6.68123 2.06798 1.53677
O -3.41654 3.20571 2.66935
H -4.24653 1.78650 1.31444
H -4.46119 1.51830 3.05044
H -5.81420 3.83007 1.63650
H -6.16511 3.19424 3.25810
H -7.35088 1.84354 2.18715
H -2.60197 2.67578 2.91254
C -3.91377 3.60937 7.63559
C -3.09221 3.15291 6.45337
O -3.43990 1.77869 6.30490
O -5.27088 3.79554 7.22598
H -3.54988 4.63566 7.96064
H -3.82428 2.84825 8.42904
H -2.04253 3.28177 6.68103
H -3.33693 3.81255 5.62126
H -3.06849 1.52135 5.44895
H -5.60851 2.98840 6.85751
C 3.50334 0.30175 0.64180
C 4.78382 0.50306 1.56724
O 4.40704 0.68867 2.91551
O 2.95500 -0.96876 0.88835
H 3.84479 0.29255 -0.41892
H 2.82548 1.12222 0.76428
H 5.35898 1.35511 1.19561
H 5.37501 -0.37289 1.44890
H 4.15134 -0.11946 3.39564
H 2.21206 -1.10651 0.28110
C 6.56588 -2.17601 3.32136
C 5.30569 -2.67092 4.01421
O 4.26587 -1.71957 4.00674
O 7.12978 -1.08103 4.05862
H 6.27975 -1.93002 2.31485
H 7.31491 -2.92371 3.35511
H 5.57230 -3.01747 5.01145
H 4.90378 -3.63771 3.55171
H 3.47493 -2.06579 4.41172
H 6.49348 -0.38221 3.97733
C 1.16452 -4.05923 4.66608
C 1.58717 -3.76586 6.14802
O 1.11366 -2.45887 6.35835
O 1.86523 -3.30164 3.67657
H 0.09448 -3.92570 4.54484
H 1.29885 -5.09958 4.35962
H 2.64428 -3.88349 6.29547
H 1.01876 -4.50982 6.81422
H 1.11632 -2.15403 7.29235
H 1.54390 -2.37073 3.65399
C -2.94701 -1.83706 -3.06047
C -1.68283 -2.67973 -3.03203
O -2.10079 -4.05866 -2.98500
O -3.87228 -2.44462 -4.00635
H -2.77597 -0.81379 -3.40158
H -3.45183 -1.89938 -2.10626
H -1.01117 -2.46499 -2.18499
H -1.11419 -2.45387 -3.96094
H -1.35702 -4.66458 -2.84342
H -4.19732 -3.29414 -3.65519
C -2.58965 -2.49398 2.35662
C -1.20851 -3.03653 1.94036
O -1.28395 -3.04315 0.55180
O -2.70759 -1.10410 1.88124
H -2.61901 -2.61584 3.44094
H -3.34520 -3.11837 1.89652
H -1.17567 -4.04765 2.34992
H -0.43159 -2.36316 2.28600
H -1.01479 -3.91621 0.25284
H -3.66582 -0.92465 1.65318
C -3.61531 3.08376 -1.74919
C -2.89392 2.69877 -3.02688
O -3.25130 3.58490 -4.09556
O -3.92165 4.45383 -1.70862
H -3.02101 2.78161 -0.90630
H -4.52879 2.49342 -1.78410
H -3.22619 1.69117 -3.32094
H -1.84583 2.76807 -2.84039
H -3.27889 4.47856 -3.76754
H -3.53001 4.89812 -0.93753
C -1.10208 3.90807 0.25820
C 0.09194 4.26349 1.09371
O 1.23335 3.41378 0.89022
O -2.18598 4.82322 0.42269
H -1.47539 2.87499 0.42855
H -0.88692 3.78419 -0.82167
H -0.23097 4.26368 2.17266
H 0.46770 5.25060 0.97291
H 1.39398 2.84621 1.68251
H -2.66129 4.47565 1.22300
C 0.74875 -5.32421 -0.81765
C 1.63022 -4.34941 -0.06040
O 2.30554 -5.08179 0.93333
O -0.18668 -5.85988 0.16804
H 1.36604 -6.10572 -1.28644
H 0.20620 -4.73460 -1.58303
H 0.97539 -3.65984 0.44698
H 2.25796 -3.73380 -0.73773
H 2.77882 -4.39792 1.42707
H 0.41512 -6.31153 0.80697
C 0.94754 1.41140 -5.95863
C 0.20573 0.78427 -4.70297
O -0.05444 -0.59895 -4.75639
O 1.26435 2.72204 -5.62983
H 0.20226 1.28012 -6.80474
H 1.84062 0.88883 -6.12781
H -0.69200 1.36540 -4.51610
H 0.83432 0.95352 -3.85797
H -0.96958 -0.63989 -5.11660
H 0.45462 3.27372 -5.57247
C 0.12682 0.25871 2.88840
C -0.79543 0.25499 4.08272
O -2.00977 0.88481 3.86125
O 1.23648 -0.62560 3.24784
H 0.46423 1.31417 2.75181
H -0.30559 -0.12823 1.98275
H -0.21091 0.72384 4.86977
H -0.93124 -0.83819 4.24211
H -2.48965 0.28349 3.22561
H 1.89109 -0.65249 2.54972
C 2.94728 2.94977 -2.48604
C 3.64546 4.10005 -1.82051
O 3.86706 3.88679 -0.38902
O 1.58635 2.88586 -2.14631
H 3.49066 2.01490 -2.24720
H 2.97017 3.16857 -3.56281
H 3.07005 5.00767 -1.98262
H 4.66783 4.17570 -2.28273
H 3.04136 4.00594 0.14466
H 1.42700 2.75718 -1.18276
C -6.15216 -1.59278 0.05512
C -6.99488 -0.73630 -0.87831
O -8.01799 -0.15295 -0.05301
O -5.57951 -0.77411 1.02924
H -5.32403 -1.91544 -0.55061
H -6.80111 -2.41018 0.45910
H -7.29647 -1.25075 -1.78011
H -6.33604 0.05093 -1.32149
H -8.46456 0.53812 -0.52152
H -6.00358 0.07733 1.03402
C 3.74342 3.52824 4.97272
C 3.08009 3.57427 3.49858
O 2.30660 2.43379 3.20744
O 4.21005 4.84130 5.32645
H 4.58258 2.81433 4.99737
H 3.00652 3.12103 5.68324
H 3.92132 3.74818 2.80748
H 2.41464 4.40166 3.56634
H 2.91248 1.68200 3.14924
H 3.49266 5.36950 5.69120
C -0.68027 0.74240 -0.91245
C 0.26446 -0.24761 -1.44308
O 0.60958 -1.23322 -0.45165
O -1.97423 0.21587 -0.68585
H -0.71424 1.47906 -1.67525
H -0.22468 1.12128 -0.00881
H 1.20939 0.25863 -1.70153
H -0.13281 -0.75098 -2.33643
H -0.14026 -1.84425 -0.26812
H -1.89944 -0.39809 0.06329
C -2.31680 -1.47614 -7.29354
C -2.20982 -3.02530 -7.12064
O -3.43762 -3.49887 -6.59840
O -2.67888 -0.97937 -6.02073
H -3.09157 -1.30263 -8.03424
H -1.37899 -0.99198 -7.55902
H -1.36855 -3.33663 -6.49658
H -2.04303 -3.53956 -8.06243
H -3.40542 -3.47318 -5.65661
H -3.44408 -1.48570 -5.71750
C 5.14314 -2.82708 -0.14622
C 6.00629 -4.02183 -0.52269
O 5.26242 -5.24761 -0.76618
O 4.49721 -3.05867 1.06438
H 4.38547 -2.59961 -0.92458
H 5.76531 -1.95980 -0.06872
H 6.73887 -4.12034 0.32062
H 6.60902 -3.86373 -1.42778
H 4.67436 -5.31587 0.01911
H 3.78682 -2.38996 1.16413
```

E_HOMO = -9.35 eV
DFT total energy = -4605.3801 Eh
energy above the lowest of the compared OMol25 structures with the same formula, charge and spin = 0.00 kcal/mol
Kohn-Sham gap = 9.544 eV